Record 1
This record from OMol25 describes a cluster of 2 separate species, C2H3N2O2P in total. The level of theory is the ωB97M-V functional and the def2-TZVPD basis.

```
10
C2H3N2O2P (the ωB97M-V functional and the def2-TZVPD basis)
C 0.93275 1.57783 -0.96670
C -0.33997 0.04089 1.53121
N 0.02294 1.04593 -0.41611
N -0.26208 -1.30347 -0.83299
O 1.95367 1.91218 -1.42580
O 0.47938 0.39386 2.23863
P -0.61985 -1.57031 0.68443
H -0.96242 0.88779 -0.43795
H 0.72824 -1.47913 -1.08199
H -1.93266 -1.50557 0.70727
```

Calculated values
orbital gap (spin up / spin down)	7.880 / 7.879	eV
lowest unoccupied orbital energy (spin up / spin down)	-0.8 / -0.8	eV
energy relative to the best compared isomer or geometry (same formula, charge and spin)	90.1	kcal/mol



Record 2
This record from OMol25 describes a structure of composition C5H6N. The level of theory is the ωB97M-V functional and the def2-TZVPD basis.

```
12
C5H6N (the ωB97M-V functional and the def2-TZVPD basis)
C 0.79491 -1.80439 2.34609
C 1.08277 -1.48774 1.08471
C -0.66213 1.36737 -1.80785
C -0.03143 -0.48031 2.32102
C -0.84592 2.09629 -2.81413
N 0.37675 -0.16784 1.13323
H 1.07086 -2.79348 2.68076
H -0.48847 0.53803 -1.19114
H -0.73978 0.03589 2.93182
H -1.68648 2.90170 -3.10196
H 1.51151 -1.96818 0.14437
H -0.38259 1.76267 -3.72690
```

Calculated values
orbital gap	3.778	eV
lowest unoccupied orbital energy	-8.0	eV
charge	+1
energy relative to the best compared isomer or geometry (same formula, charge and spin)	204.6	kcal/mol



Record 3
This record from OMol25 describes a cluster of 2 separate species, C2H11N3 in total. The level of theory is the ωB97M-V functional and the def2-TZVPD basis.

```
16
C2H11N3 (the ωB97M-V functional and the def2-TZVPD basis)
C -0.78149 -1.92952 -0.17533
C -0.74671 0.14993 -1.46857
N -0.41081 -0.52131 -0.21665
H 0.72170 -0.02948 0.56442
H -0.17767 -0.30273 -2.28108
H -0.47433 1.19972 -1.36510
H -1.81512 0.07502 -1.70182
H -1.84842 -2.08367 -0.36789
H -0.54016 -2.33274 0.80580
H -0.21905 -2.47208 -0.93624
N 1.09189 0.71107 1.49989
N 1.08748 2.04207 0.93966
H 1.93923 2.23990 0.40546
H 1.96389 0.53346 2.00541
H -0.81166 -0.00717 0.60509
H 1.02123 2.72753 1.68693
```

Calculated values
orbital gap	9.111	eV
lowest unoccupied orbital energy	1.0	eV
structure (SMILES)	CNC.NN
energy relative to the best compared isomer or geometry (same formula, charge and spin)	51.5	kcal/mol



Record 4
This record from OMol25 describes an isolated molecule of C10H8O3S2. The level of theory is the ωB97M-V functional and the def2-TZVPD basis.

```
23
C10H8O3S2 (the ωB97M-V functional and the def2-TZVPD basis)
C -1.06632 -0.82071 -3.52720
C -0.32619 0.02330 -2.59230
C 1.34851 1.25557 1.47161
C -2.32667 -1.23579 -3.29539
C 1.27991 0.26986 2.38249
C -0.85995 0.46244 -1.42959
C 0.95633 -1.01865 1.69386
C -2.28342 0.37588 -1.07340
C 1.01483 0.59441 0.06452
C 1.55565 0.28892 3.86758
O 0.75281 -2.07343 2.21056
O 0.88675 -0.76400 0.30421
O -0.12567 1.17116 -0.48984
S -2.95330 1.33008 0.05410
S -3.34809 -0.68745 -1.96583
H -0.51165 -1.06293 -4.45092
H 0.80640 0.12121 -2.79006
H 1.23947 2.31011 1.52651
H -2.78273 -1.89679 -4.06157
H 1.87783 0.75789 -0.54559
H 2.62149 0.11552 3.93756
H 1.04840 -0.68005 4.34162
H 1.19562 1.16346 4.36706
```

Calculated values
orbital gap (spin up / spin down)	7.598 / 7.597	eV
lowest unoccupied orbital energy (spin up / spin down)	-0.6 / -0.6	eV
structure (SMILES)	CC1=C[C@H](Oc2cccsc2=S)OC1=O



Record 5
This record from OMol25 describes an isolated molecule of C2H7N5. The level of theory is the ωB97M-V functional and the def2-TZVPD basis.

```
14
C2H7N5 (the ωB97M-V functional and the def2-TZVPD basis)
C -1.01299 -0.58539 -0.11380
C 0.27352 -0.78529 0.64107
H -0.87573 2.28304 1.07627
H 0.79454 1.58363 0.02402
H -1.95205 1.22872 -0.57406
H -1.64422 -2.34988 0.04604
H 0.26827 -1.25343 1.68769
H 3.10329 -0.06738 -0.80845
H 1.29324 -0.09463 -1.51436
N -0.34334 1.65463 0.11499
N -1.27735 0.78335 -0.07396
N -2.05223 -1.40287 -0.37492
N 1.44679 -0.78180 0.48377
N 1.97827 -0.21270 -0.61428
```

Calculated values
orbital gap	8.473	eV
lowest unoccupied orbital energy	0.6	eV
structure (SMILES)	[H]/N=C(\C=N/N)NN
energy relative to the best compared isomer or geometry (same formula, charge and spin)	161.0	kcal/mol



Record 6
This record from OMol25 describes a cluster of 2 separate species, C2H8NO in total. The level of theory is the ωB97M-V functional and the def2-TZVPD basis.

```
12
C2H8NO (the ωB97M-V functional and the def2-TZVPD basis)
O -2.99342 0.70734 -0.37719
H -3.85610 0.34232 -0.11119
C 1.76788 -0.12984 0.38501
C 0.54644 -0.01813 -0.48308
N -0.62973 -0.54904 0.26044
H 1.54161 0.25043 1.44102
H 2.56768 0.48271 -0.01982
H 2.14764 -1.14777 0.51495
H 0.82252 -0.58913 -1.43278
H 0.29178 0.91369 -0.95354
H -1.50263 -0.36269 -0.26718
H -0.70368 0.10012 1.04336
```

Calculated values
orbital gap	6.691	eV
lowest unoccupied orbital energy	4.1	eV
charge	-1
energy relative to the best compared isomer or geometry (same formula, charge and spin)	12.6	kcal/mol



Record 7
This record from OMol25 describes a structure of composition C5H14N2. The level of theory is the ωB97M-V functional and the def2-TZVPD basis.

```
21
C5H14N2 (the ωB97M-V functional and the def2-TZVPD basis)
C -2.99592 1.09509 0.99148
N -0.55415 -0.61088 1.00142
C 0.80570 -2.20117 -1.09719
C 0.26505 -0.69395 -1.27580
C 0.28617 -0.01729 0.10325
C 1.05323 1.24459 0.46116
N 2.55441 1.29436 0.33785
H -3.65429 0.46950 0.39238
H -3.25181 0.72842 1.98360
H -3.27912 2.11403 0.86718
H -1.92378 0.87881 0.80124
H -0.00769 -2.90074 -0.81374
H 1.11672 -2.52636 -2.13800
H 1.69524 -2.36565 -0.50697
H -0.80906 -0.84616 -1.51351
H 0.74245 -0.19788 -2.11603
H 0.65545 -0.93363 1.03434
H 0.86692 1.52606 1.51853
H 0.68710 2.18488 -0.04602
H 2.92466 0.33181 0.63263
H 2.82272 1.42614 -0.61780
```

Calculated values
orbital gap (spin up / spin down)	8.768 / 7.563	eV
lowest unoccupied orbital energy (spin up / spin down)	-6.1 / -7.3	eV
charge	+1
energy relative to the best compared isomer or geometry (same formula, charge and spin)	102.7	kcal/mol
spin multiplicity	2



So what do the calculations give for F_max? Going down the list: 3.66; 3.48; 3.75; 3.50; 9.88; 2.55; 4.19 eV Å⁻¹.